1.
The following is a DFT calculation (wB97M-V/def2-TZVPD) of a single C4H10N2 molecule.

The geometry in XYZ format:
```
16
Properties=species:S:1:pos:R:3:forces:R:3:lowdin_charge:R:1
C 1.09464 0.49782 -0.31320 3.4 1.8 0.9 -0.302
C -1.26099 1.31062 0.15963 -0.3 0.2 -1.3 -0.131
H -2.27557 1.06661 -0.51292 2.5 0.8 2.3 0.112
H 1.50369 0.65036 -1.45117 -0.8 -0.1 2.7 0.135
H 1.12630 -1.41014 1.10119 2.5 1.7 -2.4 0.126
N -2.08430 -1.36501 0.06725 0.6 2.6 0.8 -0.019
H -0.82740 2.32707 -0.37282 -1.2 -2.2 2.2 0.117
H -0.16714 -1.83254 -1.14247 -2.5 2.2 2.8 0.188
H 1.25453 1.54086 0.34263 0.0 -2.7 -1.9 0.147
C 1.92797 -0.79008 0.32479 -1.0 0.3 1.6 -0.123
H -2.73291 -0.50381 0.73262 3.2 -3.2 -2.7 0.137
H 2.06683 -1.28790 -0.65276 0.4 -0.8 1.2 0.024
H -1.45902 1.22505 1.42640 0.5 0.9 -3.8 0.140
H 2.98708 -0.64562 0.92216 -2.8 0.1 -1.8 0.100
C -0.87642 -1.03889 -0.36923 -0.5 -0.1 -0.9 -0.337
N -0.27730 0.25560 -0.26212 -4.1 -1.2 0.3 -0.315
```
Forces are in eV/Å.

Output
* 2S+1: 1
* ΔE to the lowest compared entry with this formula, charge and spin: 128.8 kcal/mol
* HOMO-LUMO gap: 9.402 eV
* SMILES: [H]/N=C\N(C)CC
* total charge: 0
* energy: -267.72003 Eh

---

2.
The following is a DFT calculation (wB97M-V/def2-TZVPD) of a single C4H10N2 molecule.

The geometry in XYZ format:
```
16
Properties=species:S:1:pos:R:3:forces:R:3:lowdin_charge:R:1
C 1.72097 0.10875 0.49286 -1.3 -2.6 3.8 -0.112
H -0.95671 1.17015 -1.61785 0.3 0.4 1.9 0.127
C 0.58064 -0.06387 -0.47396 -1.1 3.3 -0.9 -0.343
H 2.26404 1.04133 0.56909 0.3 -0.1 -0.5 0.067
H 1.24959 -0.07163 1.52526 0.3 1.0 -0.8 0.086
H -0.19811 2.14776 -0.19319 0.1 0.5 -0.1 0.090
N -1.56725 0.69594 0.41013 -0.5 1.4 0.9 -0.139
C -0.32729 -1.22498 -0.17541 0.7 -0.6 0.9 -0.196
H 1.07136 -0.01474 -1.40253 0.0 -0.4 -1.8 0.091
H 0.22761 -1.65029 0.68183 -1.0 -0.6 0.0 0.095
H 2.29745 -0.87646 0.60588 0.1 1.6 -1.1 0.100
H -0.45133 -2.02243 -0.92567 0.2 0.5 0.1 0.119
H -2.25359 -0.81810 -0.59252 -0.5 0.0 -0.3 0.085
N -1.67109 -0.71033 0.21449 0.9 0.3 0.9 -0.062
C -0.59827 1.20130 -0.50964 1.8 -2.9 -1.3 -0.149
H -1.38801 1.08759 1.39125 -0.3 -1.7 -1.8 0.143
```
Forces are in eV/Å.

Output
* 2S+1: 1
* ΔE to the lowest compared entry with this formula, charge and spin: 59.6 kcal/mol
* HOMO-LUMO gap: 9.789 eV
* SMILES: CC1CNNC1
* total charge: 0
* energy: -267.83031 Eh

---

The records above yield E_HOMO values of -8.59, -8.72 eV, respectively.
The records above yield lowest unoccupied orbital energy values of 0.030, 0.039 hartree, respectively.